49
Properties=species:S:1:pos:R:3:forces:R:3 method="wB97M-V/def2-TZVPD" lumo_ev=1.92 e_tot_ha=-1696.8366 e_above_lowest_ev=0.851 fmax_ha_per_bohr=0.0330 total_charge=-1
O 0.340003 0.603331 2.683431 0.1943 0.0998 -0.4307
C 0.072941 0.338649 1.538439 0.0142 0.1573 1.6645
O 0.154193 1.124593 0.505589 -0.2908 0.0736 -0.6640
B -0.582876 0.472579 -0.619611 0.6096 -0.0013 -1.5084
O -0.816862 -0.917452 -0.167434 -0.3687 0.4780 0.6286
C -0.490371 -1.009053 1.113773 -0.0526 -0.4988 -1.6231
O -0.572651 -2.024546 1.751198 0.0889 0.2782 0.7718
O 0.192349 0.414533 -1.890755 -0.2760 0.1184 1.1924
C -0.421858 1.149316 -2.808774 0.8321 -0.6423 -0.6021
O -0.007914 1.296633 -3.911324 -0.1561 0.3790 -0.6902
C -1.689303 1.722454 -2.208712 -0.0060 0.5845 0.8502
O -1.772421 1.269012 -0.977015 -0.0567 -0.7020 0.9881
O -2.424161 2.551303 -2.657947 -0.2637 0.0278 -0.6775
O -1.015320 -3.147317 -2.828584 0.0907 0.1656 0.1705
H -0.153741 -3.168238 -3.257185 -0.0507 0.0468 0.0171
H -0.858680 -2.666969 -2.000742 -0.0653 -0.1914 -0.1393
O -1.304207 -4.278285 0.346231 -0.0037 -0.3226 -0.0385
H -2.006452 -4.843545 0.005888 0.0701 0.0895 -0.0634
H -1.759371 -3.490824 0.666969 -0.0176 -0.0355 0.0993
O -2.452280 4.434942 -5.324368 -0.0409 0.0462 -0.0328
H -2.742880 3.681978 -4.796266 0.1350 0.0412 0.0204
H -1.922550 4.960419 -4.708917 -0.0808 -0.0702 0.0324
O 0.015815 4.512610 0.213346 0.0360 -0.0422 -0.0411
H -0.587310 4.079852 0.828006 0.0307 -0.0188 -0.0991
H 0.715694 3.864867 0.066145 -0.0638 0.0261 0.0123
O -3.217589 -2.884757 2.255084 -0.0303 0.1568 0.1625
H -2.401444 -2.406253 2.463611 -0.0987 -0.1642 -0.0160
H -3.443296 -3.348597 3.068466 0.0544 -0.0243 -0.0887
O 2.744775 1.354764 4.469640 0.1296 0.2929 -0.0092
H 1.907280 1.736802 4.182994 -0.0077 -0.2076 -0.0271
H 2.927992 0.678323 3.811946 -0.1522 -0.1016 0.1017
O 0.682031 -1.536247 4.722709 -0.0424 -0.3118 -0.0022
H -0.039674 -1.113945 5.197038 0.0679 0.0823 -0.0651
H 0.300399 -1.783054 3.868361 0.0400 0.1062 0.0811
O -1.456983 5.319993 -2.625271 0.0949 -0.1376 0.0312
H -1.624403 4.367716 -2.535048 -0.0751 0.2894 0.0216
H -0.846574 5.527896 -1.907348 -0.0488 -0.1112 -0.0020
O 2.577352 -1.528420 0.042543 -0.1102 0.0533 0.2121
H 3.139928 -0.969798 0.590233 -0.0316 -0.1222 0.0401
H 2.155871 -2.132891 0.669156 0.0832 -0.0114 -0.1365
O 3.512107 0.299805 -3.036168 0.0107 -0.1973 0.1439
H 4.120992 -0.415139 -2.822759 -0.1049 0.0014 -0.0413
H 2.641884 -0.029064 -2.769052 0.0407 0.1614 -0.0306
O 3.646827 1.857990 0.014172 -0.0427 -0.0509 0.3572
H 2.921380 1.766723 0.644247 0.0274 0.0343 -0.1035
H 3.885694 0.955310 -0.219538 -0.0792 0.1383 -0.3213
O -0.492278 -5.429260 3.109676 -0.0990 0.0760 -0.0051
H -0.835079 -6.308161 2.923606 0.0253 0.0519 -0.0359
H -0.716981 -4.910594 2.320326 0.0402 -0.0911 -0.1044